# 1
{"formula": "C11H11N3O", "method": "ωB97M-V/def2-TZVPD", "total_charge": 0, "de_lowest_ev": 5.9595, "orbital_gap_ev": [6.4, 6.4], "homo_ha": [-0.294, -0.294], "multiplicity": 1, "molar_mass_g_mol": 201.2, "e_lumo_ha": [-0.0579, -0.0579], "species": ["C", "C", "C", "C", "C", "C", "C", "C", "C", "C", "C", "N", "N", "N", "O", "H", "H", "H", "H", "H", "H", "H", "H", "H", "H", "H"], "coordinates": [[0.27, -2.85, -2.12], [0.98, -1.94, -1.81], [-3.40, -0.02, 1.96], [-3.03, -1.29, 1.43], [-2.37, 0.87, 2.17], [-1.79, -1.64, 0.92], [-1.10, 0.56, 1.63], [-0.83, -0.66, 0.96], [2.91, 1.77, -0.84], [1.74, 1.63, -1.85], [1.58, -0.75, -1.44], [0.09, 1.30, 1.65], [0.96, 0.60, 1.07], [0.47, -0.54, 0.64], [1.18, 0.35, -2.14], [-0.23, -3.67, -2.64], [-4.36, 0.12, 2.32], [-3.80, -2.03, 1.26], [-2.37, 1.82, 2.64], [-1.53, -2.65, 0.66], [2.61, 1.28, 0.09], [3.81, 1.28, -1.06], [2.98, 2.94, -0.69], [1.78, 2.23, -2.76], [0.89, 2.09, -1.22], [2.56, -0.78, -0.84]], "lowdin_charge": [0.188, -0.086, -0.078, -0.099, -0.025, -0.051, -0.221, -0.264, -0.095, -0.213, -0.062, 0.043, -0.108, 0.030, -0.024, 0.073, 0.069, 0.096, 0.094, 0.101, 0.030, 0.047, 0.130, 0.119, 0.137, 0.169]}

***

# 2
{"formula": "C6H14N2O2", "method": "ωB97M-V/def2-TZVPD", "total_charge": 0, "de_lowest_ev": 3.3511, "orbital_gap_ev": 9.7, "homo_ha": -0.333, "smiles": "CNC(C)=O.CNC(C)=O", "multiplicity": 1, "molar_mass_g_mol": 146.2, "e_lumo_ha": 0.0233, "species": ["C", "C", "C", "O", "N", "H", "H", "H", "H", "H", "H", "H", "C", "C", "C", "O", "N", "H", "H", "H", "H", "H", "H", "H"], "coordinates": [[0.38, 3.23, -0.91], [1.65, 1.06, 2.01], [0.39, 2.12, 0.15], [-0.57, 1.50, 0.57], [1.75, 1.80, 0.69], [1.29, 3.75, -0.91], [2.52, 1.57, 0.25], [0.66, 0.90, 2.43], [0.36, 2.45, -1.83], [-0.51, 3.83, -0.98], [2.22, 0.08, 2.14], [2.19, 1.47, 2.79], [-2.61, -1.65, 0.36], [0.62, -2.58, -1.38], [-0.77, -2.05, -1.02], [-1.63, -2.30, -1.80], [-1.15, -1.46, 0.14], [-0.86, -0.57, 0.34], [-3.15, -0.99, -0.38], [1.01, -2.18, -2.36], [-3.01, -2.71, 0.30], [-2.65, -1.42, 1.41], [1.33, -2.22, -0.65], [0.53, -3.63, -1.37]], "lowdin_charge": [0.011, -0.092, -0.437, 0.025, 0.042, 0.043, 0.034, 0.076, 0.141, 0.075, 0.094, 0.029, -0.079, 0.002, -0.580, 0.059, 0.014, 0.050, 0.103, 0.101, 0.104, 0.062, 0.055, 0.065]}

***

# 3
{"formula": "C2Cl3NOS", "method": "ωB97M-V/def2-TZVPD", "total_charge": 0, "de_lowest_ev": 1.1100, "orbital_gap_ev": [7.7, 7.7], "homo_ha": [-0.320, -0.320], "multiplicity": 1, "molar_mass_g_mol": 192.5, "e_lumo_ha": [-0.0379, -0.0379], "species": ["C", "C", "N", "O", "S", "Cl", "Cl", "Cl"], "coordinates": [[0.66, -0.80, -0.28], [0.28, 1.53, -0.49], [0.06, -1.63, 0.43], [0.67, 2.29, 0.35], [-1.06, -1.98, 1.58], [1.84, -0.98, -1.38], [-0.39, 1.75, -2.03], [-2.07, -0.19, 1.81]], "lowdin_charge": [-0.777, -0.757, -0.486, 0.020, 0.494, 0.736, 0.696, 0.074]}